The following is a quantum chemistry calculation of the molecule C32H44F3NO3S2, from the OMol25 dataset.

Positions of all 85 atoms, in Å:
S -0.892 1.980 2.825
S -5.144 -0.768 5.258
F -2.724 2.779 4.826
F -3.476 1.321 6.232
F -1.394 1.267 5.682
O 7.579 0.639 -2.458
O 6.675 0.299 -0.429
O -2.035 1.495 -0.003
N -1.588 0.216 0.517
C 5.163 -1.245 0.609
C 1.620 1.347 2.033
C -4.293 1.041 -3.774
C -2.931 0.571 4.015
C -3.939 -0.409 3.995
C -3.306 -1.053 1.714
C 4.036 0.965 1.449
C 5.572 -0.593 -0.688
C -4.088 -1.199 2.858
C 0.335 -1.059 -1.310
C 0.384 1.504 -2.884
C 1.240 -0.913 -2.536
C 2.100 -0.058 0.161
C 2.563 0.739 1.209
C -2.339 -0.048 1.716
C -2.139 0.734 2.866
C -2.636 1.377 -1.290
C -2.445 -2.692 -0.124
C -4.163 1.274 -1.239
C 4.853 -0.289 1.767
C 6.995 1.079 -1.510
C -2.164 -4.708 1.429
C -2.637 1.475 5.193
C -1.530 -3.424 0.860
C 0.834 2.940 -3.138
C -0.181 0.354 0.744
C 6.545 2.501 -1.372
C 0.748 -0.251 -0.106
C -4.737 0.487 -2.412
C 1.544 0.520 -2.983
C 0.264 1.150 1.796
C -3.613 -2.002 0.577
H -5.827 0.483 -2.347
H -4.429 -0.560 -2.346
H -2.336 2.289 -1.810
H -4.324 -0.795 6.309
H -0.679 -0.791 -1.592
H 1.507 3.257 -2.340
H 4.471 1.492 0.596
H -4.440 0.839 -0.279
H -0.071 1.456 -1.892
H 2.821 -0.526 -0.492
H -4.236 -2.785 1.014
H -5.018 0.787 -4.546
H -4.841 -1.974 2.881
H -4.589 2.280 -1.256
H -0.617 -3.691 0.328
H -4.169 2.123 -3.748
H 2.387 0.919 -2.411
H -2.199 0.536 -1.831
H 0.765 -1.456 -3.356
H -2.875 -3.427 -0.811
H -4.250 -1.488 -0.142
H -0.009 3.627 -3.184
H 0.340 -2.115 -1.024
H 5.454 2.535 -1.428
H 1.873 0.489 -4.025
H -3.128 -4.917 0.964
H -2.303 -4.659 2.508
H 6.826 2.906 -0.402
H 1.931 1.965 2.866
H -3.347 0.593 -4.081
H 4.335 -0.851 2.546
H 4.751 -0.019 -1.129
H 6.968 3.092 -2.178
H -1.528 -5.572 1.238
H 5.905 -1.346 -1.404
H -0.394 1.232 -3.604
H 4.300 -1.884 0.409
H 1.393 3.006 -4.073
H 5.978 -1.900 0.923
H -1.894 -1.985 -0.735
H 4.126 1.646 2.296
H 5.803 0.033 2.195
H -1.276 -2.751 1.678
H 2.186 -1.433 -2.360

Forces on atoms 1 to 3 (eV/Å):
S 0.1 -0.1 0.0
S 0.0 0.0 -0.1
F 0.1 -0.4 0.2

Summary:
DFT total energy   -2622.1762 Eh
Structure (SMILES)   CCCCCc1cc(CCCCOC(C)=O)cc2c1N(OCCCC)c1c(CCCC)cc(S)c(C(F)(F)F)c1S2
Total charge   0
Kohn-Sham gap   0.3215 Ha
LUMO energy   0.435 eV